Entry 1:
Entry from OMol25: a molecular structure, B4F16Tl (ωB97M-V with the def2-TZVPD basis set).

Results
molecular weight = 551.60 g/mol
E_HOMO = -8.91 eV
strongest force on any atom = 11.354 eV Å⁻¹
net charge = -1
gap between HOMO and LUMO = 7.352 eV
spin multiplicity = 1

Each line ends with the Mulliken charge.
Positions of all 21 atoms, in Å:
Tl -20.39186 2.25543 19.27214  2.120
B -19.80665 -0.32589 19.91411  0.417
F -21.05538 0.21693 19.74621  -0.274
F -19.01314 0.20556 18.92580  -0.306
F -19.22302 0.06274 21.05627  -0.268
F -19.74237 -1.70188 19.73215  -0.370
B -20.90890 0.51030 16.70897  0.349
F -20.79652 1.32591 15.52242  -0.393
F -20.34295 -0.64850 16.38113  -0.325
F -20.27703 1.05661 17.83405  -0.081
F -22.26548 0.31439 16.94794  -0.379
B -19.93130 4.74891 20.01175  0.531
F -19.07019 3.77446 20.54823  -0.266
F -21.16908 4.21555 20.23665  -0.244
F -19.89081 6.04509 20.46107  -0.339
F -19.75833 4.83667 18.64115  -0.348
B -20.16197 2.52204 22.00648  0.586
F -19.98154 3.79544 22.36668  -0.314
F -21.34142 2.47880 21.33822  -0.276
F -19.11863 2.14409 21.08279  -0.430
F -20.30021 1.61573 23.11489  -0.390



Entry 2:
Entry from OMol25: a molecular structure, B5CaF20 (ωB97M-V with the def2-TZVPD basis set).

Results
molecular weight = 474.10 g/mol
E_HOMO = -2.50 eV
strongest force on any atom = 4.421 eV Å⁻¹
net charge = -3
gap between HOMO and LUMO = 10.104 eV
spin multiplicity = 1

Each line ends with the Mulliken charge.
Positions of all 26 atoms, in Å:
Ca 0.41677 -0.01074 -0.22974  2.061
B -0.02067 2.81322 -0.51916  0.565
F 0.05487 1.96215 -1.53769  -0.328
F -1.04980 3.71483 -0.65561  -0.395
F -0.31182 1.96467 0.51782  -0.424
F 1.13851 3.45488 -0.28319  -0.390
B -2.06633 -1.26379 2.03122  0.126
F -2.65845 -0.10987 2.22899  -0.358
F -1.77859 -1.87927 3.24736  -0.427
F -3.00120 -2.04219 1.38540  -0.418
F -0.89649 -1.08532 1.27312  0.060
B -2.66865 -0.43813 -1.38601  0.448
F -2.62337 0.40389 -0.27248  -0.421
F -3.65704 -1.31434 -1.12815  -0.385
F -2.82331 0.17930 -2.59540  -0.416
F -1.49788 -1.08946 -1.28610  -0.291
B 1.94909 -2.02799 -1.18979  0.308
F 1.69868 -0.94503 -2.01217  -0.363
F 1.06540 -2.14142 -0.17965  -0.191
F 2.15818 -3.16136 -1.90419  -0.378
F 3.19867 -1.84649 -0.68123  -0.401
B 2.68033 0.97568 1.00560  0.542
F 1.79161 0.07811 1.49860  -0.360
F 3.90310 0.63738 1.35137  -0.350
F 2.50361 0.94725 -0.32373  -0.370
F 2.49479 2.22408 1.64486  -0.447



Entry 3:
Entry from OMol25: a molecular structure, B5CuH20 (ωB97M-V with the def2-TZVPD basis set).

Results
molecular weight = 137.77 g/mol
E_HOMO (alpha / beta) = 1.33 / 1.28 eV
strongest force on any atom = 2.261 eV Å⁻¹
net charge = -3
gap between HOMO and LUMO (alpha / beta) = 6.741 / 6.787 eV
spin multiplicity = 2
⟨S²⟩ = 0.75

Each line ends with the Löwdin spin population.
Positions of all 26 atoms, in Å:
Cu 0.15301 0.01359 0.07484  0.742
B 2.34224 -0.34961 -0.09199  0.016
H 1.75262 -1.34008 -0.02649  0.000
H 2.07638 0.33853 0.80271  0.014
H 3.49093 -0.51273 -0.06690  0.009
H 2.07254 0.16072 -1.09332  0.000
B -0.47374 -2.43700 0.63347  0.038
H -1.27813 -3.27643 0.55802  0.010
H -0.48280 -1.88898 -0.38639  0.024
H -0.56546 -1.77308 1.57188  0.002
H 0.56850 -2.94999 0.70032  0.002
B -0.47641 0.85451 2.33440  -0.001
H 0.35377 1.24731 1.65520  0.000
H -0.02064 0.04623 3.03394  0.000
H -1.07286 1.67233 2.90875  0.000
H -1.24748 0.27952 1.68743  -0.001
B 0.31588 2.24250 -1.15794  0.024
H 0.34869 1.62104 -2.13434  0.000
H 1.29907 2.16728 -0.55669  0.003
H 0.09339 3.35389 -1.43580  0.011
H -0.62004 1.87082 -0.58268  0.013
B -1.72746 -0.28020 -1.65915  0.048
H -1.67092 -0.01094 -0.54035  0.031
H -2.51670 -1.11629 -1.83816  0.006
H -1.98929 0.68213 -2.25590  0.006
H -0.72510 -0.61510 -2.13487  0.002



Entry 4:
Entry from OMol25: a molecular structure, B5F20Fe (ωB97M-V with the def2-TZVPD basis set).

Results
molecular weight = 489.87 g/mol
E_HOMO (alpha / beta) = -1.68 / 0.32 eV
strongest force on any atom = 3.633 eV Å⁻¹
net charge = -3
gap between HOMO and LUMO (alpha / beta) = 9.415 / 7.418 eV
spin multiplicity = 5
⟨S²⟩ = 6.00

Each line ends with the Löwdin spin population.
Positions of all 26 atoms, in Å:
Fe 0.01409 0.17219 -0.00783  3.771
B 2.21407 0.12935 -2.67489  0.002
F 3.33687 0.27591 -2.00356  0.000
F 1.14835 0.04238 -1.75221  0.024
F 1.98318 1.20318 -3.46436  0.001
F 2.34195 -0.92109 -3.56363  0.001
B -1.64165 -0.94330 2.58731  0.003
F -0.81469 -0.31497 1.73721  0.027
F -1.69846 -0.23689 3.76288  0.001
F -2.89599 -0.94145 2.00397  0.000
F -1.23257 -2.25774 2.84818  0.000
B 2.02922 0.92328 1.66788  0.002
F 2.03577 -0.19729 0.86542  0.023
F 0.99223 1.64848 1.12933  0.022
F 1.84851 0.63849 2.96497  0.000
F 3.31290 1.47221 1.48861  0.001
B -0.85688 -2.19867 -0.61975  0.003
F -0.43607 -2.79299 -1.76358  0.001
F -1.38469 -0.92497 -0.93065  0.031
F -1.76945 -2.94187 0.09842  0.001
F 0.23362 -1.96309 0.14546  0.029
B -1.77391 2.02342 -0.90145  0.002
F -0.57397 1.69182 -1.47301  0.025
F -1.91507 3.37829 -0.83495  0.001
F -2.82118 1.51011 -1.66053  0.000
F -1.67621 1.52521 0.35078  0.029



Energy relative to the best compared isomer or geometry (same formula, charge and spin)
In order: 296.9; 241.1; 179.2; 148.9
Unit: kJ/mol